{
  "formula": "C20H16BFeN10OS2",
  "method": "wB97M-V/def2-TZVPD",
  "symbols": ["Fe", "C", "C", "N", "N", "C", "B", "N", "C", "C", "C", "N", "N", "C", "C", "C", "N", "H", "H", "H", "H", "H", "H", "H", "H", "H", "H", "S", "C", "N", "C", "C", "C", "C", "C", "C", "S", "H", "H", "H", "H", "N", "C", "O", "C", "C", "N", "C", "N", "H", "H"],
  "xyz": [[0.482965, 0.182785, -0.811529], [4.595053, -0.129629, -1.096870], [3.314800, -0.413305, -1.567268], [2.421510, 0.297067, -0.888372], [3.086959, 1.024810, 0.030813], [4.400426, 0.784954, -0.080949], [2.282487, 1.875366, 1.029549], [1.302636, 2.743335, 0.206114], [1.148822, 4.067620, 0.129033], [0.136978, 4.343281, -0.775057], [-0.282890, 3.094265, -1.221094], [0.424415, 2.140264, -0.619896], [1.414515, 0.892089, 1.844866], [1.323129, 0.645221, 3.157782], [0.474121, -0.430272, 3.342233], [0.085476, -0.795452, 2.052353], [0.656915, 0.012703, 1.167618], [5.524271, -0.554353, -1.429834], [2.991083, -1.091901, -2.338084], [5.102742, 1.275359, 0.571575], [2.993909, 2.539298, 1.724089], [1.767447, 4.722271, 0.719126], [-0.239577, 5.306160, -1.069301], [-1.041224, 2.837104, -1.941863], [1.872965, 1.241032, 3.866364], [0.195453, -0.898113, 4.269139], [-0.551781, -1.601142, 1.722924], [-0.004841, 0.254931, -3.107589], [-1.473089, -0.045402, -2.278958], [-1.449087, 0.093937, -0.979002], [-2.714843, 0.161985, -0.411271], [-3.015765, 0.315823, 0.939282], [-4.343642, 0.352559, 1.313490], [-5.364948, 0.227418, 0.366008], [-5.073610, 0.070635, -0.974439], [-3.736253, 0.050654, -1.360597], [-3.072874, -0.127081, -2.964199], [-2.220209, 0.409326, 1.665409], [-4.597435, 0.477387, 2.357495], [-6.397454, 0.250380, 0.687068], [-5.862231, -0.024747, -1.708536], [-1.180899, -3.032077, -0.841100], [0.161649, -2.857225, -0.716441], [0.697621, -1.708537, -0.859872], [0.971350, -3.947415, -0.377633], [2.357400, -3.731155, -0.163396], [3.479537, -3.534463, 0.014445], [0.394047, -5.235048, -0.263812], [-0.161612, -6.245733, -0.213826], [-1.729324, -2.316813, -1.278144], [-1.547093, -3.970168, -0.837828]],
  "forces_ev_per_a": [[0.4330, -0.0958, 0.4563], [0.0200, 0.0122, 0.0257], [-0.0503, 0.0569, -0.0560], [0.2354, -0.0211, 0.1496], [-0.0324, 0.1331, -0.0243], [0.0354, -0.0324, -0.0312], [0.0600, -0.0860, -0.0274], [0.0090, 0.0151, -0.0429], [-0.0059, -0.0023, 0.0043], [-0.0245, -0.0144, -0.0032], [-0.0554, 0.0085, 0.0352], [0.0473, -0.1584, -0.0311], [0.0259, -0.0159, 0.0612], [-0.0038, -0.0292, 0.0151], [0.0190, -0.0076, -0.0246], [0.0297, -0.0969, -0.0234], [-0.0559, 0.2936, -0.0937], [-0.0025, -0.0007, -0.0080], [0.0057, -0.0370, 0.0261], [-0.0074, 0.0113, 0.0019], [-0.0568, 0.0124, 0.0141], [0.0004, -0.0025, 0.0067], [0.0078, 0.0042, 0.0007], [0.0118, -0.0058, -0.0086], [0.0171, -0.0022, -0.0072], [0.0009, 0.0009, 0.0028], [-0.0202, 0.0131, 0.0012], [-0.0582, -0.5607, 0.4264], [-0.3780, 1.1217, -0.9308], [-0.2859, -0.2447, -0.0782], [0.1445, -0.1424, 0.0440], [0.0287, 0.0433, -0.0217], [-0.0586, -0.0021, -0.0281], [0.0098, -0.0027, 0.0920], [0.0888, 0.0136, -0.0934], [-0.1893, -0.0887, 0.1156], [0.0251, -0.1661, 0.1135], [-0.0071, 0.0127, -0.0044], [-0.0095, -0.0041, 0.0010], [-0.0011, 0.0108, -0.0012], [-0.0095, -0.0084, 0.0061], [-0.0048, 0.0307, 0.0946], [0.0199, 0.1217, 0.0581], [-0.0122, -0.0440, -0.1421], [0.0758, -0.0911, 0.0228], [-0.1025, -0.0335, 0.0341], [0.0288, 0.0069, -0.0267], [0.0771, 0.0486, -0.1056], [-0.0349, -0.0056, 0.0580], [0.0031, 0.0387, -0.0559], [0.0068, -0.0077, 0.0023]],
  "gap_ev": [7.37, 6.76],
  "homo_ev": [-7.813, -7.795],
  "spin_multiplicity": 2,
  "e_above_lowest_ev": 0.0000,
  "energy_ev": -94685.9214
}